[1]
80
Properties=species:S:1:pos:R:3 method="wB97M-V/def2-TZVPD" e_homo_ha="-0.28684 / -0.26606" lumo_energy_ev="-3.1 / -3.1" multiplicity=2 orbital_gap_ha="0.172 / 0.151" e_tot_ha=-5741.9830
C -5.51 1.21 3.13
B -4.52 1.76 1.98
O -4.95 2.91 1.22
C -3.07 1.15 1.59
O -2.71 1.64 0.26
S -1.10 1.42 -0.09
O -0.97 1.58 -1.59
O -0.17 2.39 0.55
C -0.65 -0.39 0.29
N -1.13 -1.20 -0.86
C -1.32 -0.75 1.70
B -0.95 -2.24 2.24
N -0.49 -2.43 3.69
O -1.04 -3.43 1.48
C -2.91 -0.43 1.78
C -3.80 -1.34 0.83
C -4.95 -2.06 1.71
F -4.40 -0.66 -0.26
H -5.99 2.10 3.66
H -5.03 0.51 3.88
H -6.38 0.69 2.58
H -4.29 3.63 1.31
H -2.31 1.63 2.31
H 0.49 -0.46 0.31
H -1.06 -2.21 -0.70
H -2.06 -0.92 -1.20
H -0.85 -0.04 2.47
H 0.23 -1.73 3.86
H -1.34 -2.23 4.25
H -0.75 -4.22 2.00
H -3.20 -0.66 2.87
H -3.21 -2.21 0.38
H -5.87 -2.31 1.11
H -4.46 -3.02 2.11
H -5.24 -1.47 2.62
C 1.66 3.05 -6.37
C 2.71 2.52 -5.36
C 2.05 2.31 -3.98
C 1.79 3.60 -3.20
C 3.05 4.45 -3.12
C 3.68 4.72 -4.50
N 3.87 3.47 -5.30
O 4.90 2.82 -4.80
C 2.81 5.73 -5.28
C 5.02 5.48 -4.29
C 3.11 1.13 -5.91
H 2.14 3.57 -7.20
H 1.09 2.23 -6.81
H 0.93 3.71 -5.92
H 2.69 1.67 -3.36
H 1.11 1.76 -4.10
H 0.98 4.17 -3.67
H 1.45 3.36 -2.19
H 2.82 5.39 -2.62
H 3.77 3.94 -2.48
H 3.18 5.87 -6.30
H 2.83 6.71 -4.80
H 1.76 5.46 -5.33
H 5.71 4.94 -3.65
H 4.84 6.45 -3.81
H 5.51 5.68 -5.25
H 3.60 1.22 -6.89
H 2.23 0.51 -6.05
H 3.78 0.59 -5.24
C 0.51 -5.48 6.97
C 0.89 -6.81 6.32
C 1.54 -6.63 4.94
C 0.58 -5.94 3.99
N -0.12 -5.36 3.23
H -0.24 -4.95 6.37
H 0.08 -5.66 7.96
H 1.38 -4.84 7.08
H -0.02 -7.45 6.23
H 1.63 -7.36 7.02
H 1.81 -7.60 4.52
H 2.45 -6.02 5.03
Al 1.94 -2.49 4.36
Br -1.25 -7.27 4.83
Cl -1.64 -0.49 -2.94
Cl 1.34 -8.34 8.41



[2]
135
Properties=species:S:1:pos:R:3 method="wB97M-V/def2-TZVPD" e_homo_ha=-0.29485 e_above_lowest_kj_mol=0.0 smiles="CCCCN[C@](CCC(N)=O)(O[C@H](CCCC)[C@@H](CC(=O)I)NCCC(=O)O)B(N)O.c1ccncc1.c1ccncc1.c1ccncc1.c1ccncc1.c1ccncc1.c1ccncc1" lumo_energy_ev=0.2 orbital_gap_ha=0.304 e_tot_ha=-3229.5363
C 2.03 -2.54 1.54
C 2.28 -2.51 0.02
C 1.49 -1.39 -0.66
C 1.38 -1.58 -2.18
N 1.64 -0.44 -3.06
C 2.91 0.29 -2.91
C 4.06 -0.73 -2.77
C 5.49 -0.22 -2.94
C 6.43 -1.32 -2.51
N 7.58 -0.95 -1.79
O 6.22 -2.49 -2.78
O 2.99 1.12 -1.76
C 2.19 2.28 -1.71
C 2.96 3.34 -0.87
C 4.49 3.29 -0.95
C 5.15 2.94 0.40
C 5.89 1.62 0.40
C 0.81 2.12 -1.02
C 0.09 3.50 -0.97
C -0.38 4.01 0.38
O -1.37 4.73 0.47
I 0.62 3.49 2.21
N -0.05 1.15 -1.68
C -1.17 0.75 -0.86
C -1.86 -0.44 -1.51
C -3.29 -0.61 -1.04
O -3.99 0.26 -0.57
O -3.76 -1.88 -1.17
B 3.10 1.15 -4.27
N 2.15 1.12 -5.33
O 4.17 2.02 -4.42
H 2.03 -3.58 1.87
H 1.09 -2.08 1.80
H 2.85 -2.06 2.05
H 3.35 -2.39 -0.15
H 1.96 -3.45 -0.41
H 0.50 -1.46 -0.22
H 1.91 -0.44 -0.34
H 0.35 -1.87 -2.39
H 1.95 -2.48 -2.44
H 1.67 -0.84 -3.98
H 3.90 -1.55 -3.46
H 3.99 -1.15 -1.77
H 5.69 0.71 -2.45
H 5.68 -0.10 -4.01
H 7.51 0.01 -1.50
H 7.66 -1.53 -0.96
H 1.98 2.75 -2.68
H 2.65 4.33 -1.16
H 2.66 3.20 0.16
H 4.83 4.29 -1.19
H 4.87 2.65 -1.73
H 5.87 3.72 0.65
H 4.42 2.94 1.20
H 6.05 1.32 1.44
H 5.32 0.82 -0.06
H 6.87 1.70 -0.03
H 0.99 1.76 -0.02
H -0.82 3.43 -1.55
H 0.68 4.27 -1.46
H -0.36 1.49 -2.58
H -1.93 1.53 -0.72
H -0.79 0.47 0.11
H -1.34 -1.35 -1.26
H -1.84 -0.35 -2.59
H -3.03 -2.42 -1.48
H 2.36 1.82 -6.03
H 2.00 0.20 -5.73
H 4.41 2.43 -3.59
C -2.97 -6.84 0.62
C -1.61 -6.69 0.81
C -1.09 -5.40 0.88
N -1.84 -4.30 0.80
C -3.15 -4.46 0.63
C -3.76 -5.70 0.53
H -3.41 -7.82 0.55
H -0.96 -7.54 0.88
H -0.03 -5.24 1.03
H -3.73 -3.55 0.56
H -4.83 -5.77 0.39
C -1.00 -3.81 -6.41
C 0.39 -3.86 -6.35
C 1.08 -2.68 -6.14
N 0.48 -1.49 -5.99
C -0.85 -1.46 -6.05
C -1.63 -2.59 -6.26
H -1.57 -4.71 -6.58
H 0.92 -4.79 -6.46
H 2.16 -2.67 -6.08
H -1.30 -0.49 -5.93
H -2.71 -2.50 -6.31
C -5.38 6.56 0.67
C -4.01 6.47 0.82
C -3.29 7.64 0.98
N -3.84 8.85 1.00
C -5.16 8.93 0.86
C -5.97 7.82 0.69
H -5.99 5.68 0.54
H -3.51 5.52 0.81
H -2.21 7.61 1.11
H -5.58 9.93 0.88
H -7.04 7.94 0.58
C -8.83 4.46 3.47
C -8.00 5.51 3.13
C -8.56 6.77 2.99
N -9.85 7.03 3.16
C -10.64 6.01 3.48
C -10.18 4.71 3.65
H -8.44 3.46 3.59
H -6.94 5.36 2.98
H -7.94 7.62 2.73
H -11.69 6.25 3.61
H -10.87 3.92 3.91
C -4.39 -6.75 5.36
C -3.50 -7.57 6.04
C -2.16 -7.52 5.68
N -1.68 -6.74 4.72
C -2.55 -5.96 4.08
C -3.90 -5.92 4.36
H -5.44 -6.75 5.62
H -3.83 -8.23 6.83
H -1.43 -8.15 6.19
H -2.13 -5.33 3.30
H -4.56 -5.27 3.81
C 6.06 -2.29 5.25
C 5.63 -2.26 3.93
C 5.21 -1.05 3.41
N 5.18 0.09 4.10
C 5.59 0.04 5.36
C 6.04 -1.12 5.98
H 6.40 -3.22 5.70
H 5.63 -3.15 3.32
H 4.87 -0.98 2.38
H 5.55 0.98 5.90
H 6.36 -1.10 7.02



[3]
46
Properties=species:S:1:pos:R:3 method="wB97M-V/def2-TZVPD" e_homo_ha=-0.30248 e_above_lowest_kj_mol=157.1 smiles="C=Cc1ccc(COC(=O)c2cn(CC)c3nc(C)ccc3c2=O)cc1" lumo_energy_ev=0.1 orbital_gap_ha=0.307 e_tot_ha=-1147.4961
C 1.23 5.41 -5.59
C 0.54 4.72 -4.68
C 1.04 4.20 -3.42
C 0.15 3.58 -2.55
C 0.57 3.07 -1.33
C 1.90 3.16 -0.96
C 2.37 2.62 0.37
O 1.48 1.64 0.87
C 1.77 0.36 0.64
O 2.80 -0.04 0.15
C 0.68 -0.55 1.09
C 1.04 -1.84 1.35
N 0.19 -2.79 1.77
C 0.64 -4.15 1.97
C 0.52 -4.96 0.68
C -1.14 -2.48 1.94
N -1.94 -3.46 2.36
C -3.22 -3.21 2.54
C -4.07 -4.35 3.02
C -3.78 -1.95 2.30
C -2.96 -0.94 1.86
C -1.60 -1.18 1.66
C -0.70 -0.11 1.18
O -1.12 0.99 0.88
C 2.80 3.77 -1.83
C 2.38 4.28 -3.03
H 2.27 5.65 -5.47
H 0.77 5.76 -6.50
H -0.50 4.52 -4.87
H -0.89 3.49 -2.82
H -0.14 2.59 -0.67
H 3.37 2.19 0.27
H 2.39 3.42 1.11
H 2.07 -2.13 1.23
H 1.68 -4.13 2.31
H 0.01 -4.60 2.75
H 0.88 -5.98 0.85
H 1.11 -4.51 -0.11
H -0.52 -5.00 0.37
H -3.46 -5.25 3.11
H -4.49 -4.11 4.00
H -4.89 -4.53 2.33
H -4.84 -1.79 2.46
H -3.33 0.06 1.66
H 3.85 3.83 -1.55
H 3.10 4.75 -3.69